[1]
DFT (ωB97M-V/def2-TZVPD) results for a cluster of 8 separate species, C20H36N4O12 in total at a distorted geometry.

HOMO-LUMO gap (alpha / beta) ... 1.9302 / 10.3411 eV
Net charge ... -1
Maximum force ... 0.0898 hartree/bohr
⟨S²⟩ ... 0.7503
Molar mass ... 524.5 g mol⁻¹
Spin multiplicity ... 2
HOMO energy (alpha / beta) ... 0.22 / -8.27 eV

Last columns: bonded neighbours and bond lengths (Å).
Cartesian coordinates (Å):
1 C -3.395 2.891 -4.102  C2 1.452, H4 1.090, H5 1.090, H6 1.090
2 C -2.532 3.694 -4.950  C1 1.452, N3 1.149
3 N -1.898 4.358 -5.641  C2 1.149
4 H -4.406 2.957 -4.503  C1 1.090
5 H -3.411 3.243 -3.071  C1 1.090
6 H -3.165 1.826 -4.115  C1 1.090
7 C 1.540 -2.946 3.748  C8 1.438, H10 1.090, H11 1.090, H12 1.090
8 C 0.864 -1.741 3.352  C7 1.438, N9 1.169
9 N 0.331 -0.791 2.927  C8 1.169
10 H 2.468 -3.012 3.181  C7 1.090
11 H 0.936 -3.784 3.400  C7 1.090
12 H 1.743 -3.000 4.818  C7 1.090
13 C -0.856 0.796 0.419  C14 1.474, H16 1.090, H17 1.090, H18 1.090
14 C -0.938 1.525 -0.860  C13 1.474, N15 1.182
15 N -1.062 2.161 -1.849  C14 1.182
16 H -1.070 1.484 1.237  C13 1.090
17 H 0.174 0.453 0.329  C13 1.090
18 H -1.612 0.011 0.433  C13 1.090
19 C 1.416 1.509 4.716  C20 1.442, H22 1.090, H23 1.090, H24 1.090
20 C 0.977 2.354 3.633  C19 1.442, N21 1.179
21 N 0.630 3.115 2.802  C20 1.179
22 H 0.429 1.064 4.841  C19 1.090
23 H 1.739 2.092 5.579  C19 1.090
24 H 2.124 0.740 4.407  C19 1.090
25 C -7.425 -2.443 3.168  O26 1.381, H31 1.090, H32 1.090, H33 1.090
26 O -6.378 -1.614 2.815  C25 1.381, C27 1.326
27 C -5.191 -1.742 3.391  O26 1.326, O28 1.234, O29 1.345
28 O -4.826 -2.713 4.061  C27 1.234
29 O -4.418 -0.711 3.005  C27 1.345, C30 1.435
30 C -3.020 -0.685 3.329  O29 1.435, H34 1.090, H35 1.090, H36 1.090
31 H -7.084 -3.437 2.879  C25 1.090
32 H -8.381 -2.089 2.782  C25 1.090
33 H -7.577 -2.480 4.246  C25 1.090
34 H -2.413 -1.348 2.712  C30 1.090
35 H -2.894 -1.040 4.351  C30 1.090
36 H -2.555 0.286 3.155  C30 1.090
37 C -2.093 -2.932 -0.845  O38 1.427, H43 1.090, H44 1.090, H45 1.090
38 O -0.895 -2.159 -0.794  C37 1.427, C39 1.314
39 C 0.160 -2.615 -0.157  O38 1.314, O40 1.257, O41 1.355
40 O 0.236 -3.681 0.505  C39 1.257
41 O 1.160 -1.740 -0.424  C39 1.355, C42 1.419
42 C 2.468 -1.856 0.114  O41 1.419, H46 1.090, H47 1.090, H48 1.090
43 H -2.085 -3.474 -1.791  C37 1.090
44 H -2.944 -2.251 -0.836  C37 1.090
45 H -2.124 -3.625 -0.003  C37 1.090
46 H 2.444 -2.016 1.192  C42 1.090
47 H 2.887 -0.907 -0.220  C42 1.090
48 H 2.992 -2.624 -0.456  C42 1.090
49 C 3.634 1.198 1.725  O50 1.446, H55 1.090, H56 1.090, H57 1.090
50 O 3.138 2.490 1.305  C49 1.446, C51 1.343
51 C 3.091 2.856 0.014  O50 1.343, O52 1.235, O53 1.335
52 O 3.861 2.412 -0.842  C51 1.235
53 O 2.064 3.685 -0.193  C51 1.335, C54 1.422
54 C 1.848 4.337 -1.438  O53 1.422, H58 1.090, H59 1.090, H60 1.090
55 H 4.422 0.766 1.109  C49 1.090
56 H 2.980 0.343 1.891  C49 1.090
57 H 4.222 1.221 2.643  C49 1.090
58 H 1.088 5.116 -1.382  C54 1.090
59 H 1.465 3.633 -2.176  C54 1.090
60 H 2.812 4.754 -1.730  C54 1.090
61 C 2.066 0.712 -2.867  O62 1.414, H67 1.090, H68 1.090, H69 1.090
62 O 2.139 -0.353 -3.793  C61 1.414, C63 1.316
63 C 3.056 -0.346 -4.737  O62 1.316, O64 1.240, O65 1.328
64 O 3.897 0.540 -4.946  C63 1.240
65 O 2.697 -1.327 -5.558  C63 1.328, C66 1.431
66 C 3.434 -1.525 -6.768  O65 1.431, H70 1.090, H71 1.090, H72 1.090
67 H 1.138 0.690 -2.295  C61 1.090
68 H 2.215 1.696 -3.312  C61 1.090
69 H 2.884 0.663 -2.149  C61 1.090
70 H 3.339 -0.706 -7.481  C66 1.090
71 H 2.928 -2.334 -7.295  C66 1.090
72 H 4.511 -1.624 -6.638  C66 1.090

---

[2]
DFT (ωB97M-V/def2-TZVPD) results for a cluster of 2 separate species, C20H37BF5N2O9S in total at a distorted geometry.

HOMO-LUMO gap ... 8.5752 eV
Net charge ... +1
Maximum force ... 0.1150 hartree/bohr
Molar mass ... 587.4 g mol⁻¹
Spin multiplicity ... 1
HOMO energy ... -12.05 eV

Last columns: bonded neighbours and bond lengths (Å).
Cartesian coordinates (Å):
1 C 1.010 -0.478 3.438  C2 1.565, H35 1.126, H36 1.151, H37 1.153
2 C -0.218 0.426 3.087  C1 1.565, B3 1.579, H38 1.159, H39 1.160
3 B -0.475 1.360 1.840  C2 1.579, O4 1.479, C5 1.684
4 O -1.851 1.873 2.022  B3 1.479, H40 0.984
5 C 0.318 1.744 0.405  B3 1.684, C6 1.550, C13 1.630, N27 1.536
6 C 1.530 2.558 0.925  C5 1.550, F7 1.455, F8 1.448, C9 1.573
7 F 2.101 2.098 2.182  C6 1.455
8 F 1.062 3.821 1.456  C6 1.448
9 C 2.881 2.937 0.213  C6 1.573, F10 1.428, F11 1.362, F12 1.434
10 F 3.785 1.846 0.393  C9 1.428
11 F 2.936 3.531 -1.011  C9 1.362
12 F 3.487 3.915 1.068  C9 1.434
13 C -0.709 2.814 -0.271  C5 1.630, S14 1.866, O15 1.420, H41 1.152
14 S -0.049 4.118 -1.432  C13 1.866, H42 1.390
15 O -1.889 2.287 -0.859  C13 1.420, C16 1.428
16 C -1.785 1.070 -1.598  O15 1.428, C17 1.589, C23 1.613, H43 1.156
17 C -3.300 0.669 -1.863  C16 1.589, C18 1.582, H44 1.149, H45 1.143
18 C -4.060 -0.183 -0.767  C17 1.582, C19 1.628, H46 1.134, H47 1.153
19 C -4.913 0.788 0.222  C18 1.628, C20 1.628, H48 1.136, H49 1.150
20 C -6.124 -0.097 0.855  C19 1.628, O21 1.462, H50 1.148, H51 1.139
21 O -5.885 -0.202 2.294  C20 1.462, C22 1.455
22 C -4.931 -1.285 2.485  O21 1.455, H52 1.142, H53 1.149, H54 1.144
23 C -0.871 -0.039 -0.865  C16 1.613, C24 1.577, N27 1.540, H55 1.156
24 C -0.961 -1.457 -1.550  C23 1.577, C25 1.622, H56 1.159, H57 1.130
25 C -1.126 -2.704 -0.526  C24 1.622, O26 1.234, H58 1.149
26 O -0.930 -3.881 -0.842  C25 1.234
27 N 0.518 0.509 -0.487  C5 1.536, C23 1.540, C28 1.488, C31 1.493
28 C 1.136 0.804 -1.807  N27 1.488, O29 1.431, H59 1.155, H60 1.150
29 O 2.559 0.908 -1.926  C28 1.431, O30 1.371
30 O 2.954 0.516 -3.179  O29 1.371, H61 0.984
31 C 1.269 -0.581 0.202  N27 1.493, C32 1.564, H62 1.152, H63 1.157
32 C 2.342 -1.551 -0.394  C31 1.564, C33 1.572, O34 1.474, H64 1.154
33 C 2.178 -2.390 -1.713  C32 1.572, H65 1.133, H66 1.143, H67 1.150
34 O 2.619 -2.541 0.661  C32 1.474, H68 0.985
35 H 2.052 -0.206 3.109  C1 1.126
36 H 1.062 -0.620 4.579  C1 1.151
37 H 0.820 -1.544 3.040  C1 1.153
38 H -1.113 -0.305 3.176  C2 1.159
39 H -0.364 1.091 4.026  C2 1.160
40 H -1.799 2.411 2.844  O4 0.984
41 H -1.131 3.561 0.498  C13 1.152
42 H -0.229 3.677 -2.739  S14 1.390
43 H -1.378 1.350 -2.643  C16 1.156
44 H -3.889 1.644 -2.016  C17 1.149
45 H -3.364 0.123 -2.864  C17 1.143
46 H -3.461 -0.964 -0.203  C18 1.134
47 H -4.875 -0.778 -1.323  C18 1.153
48 H -4.270 1.271 1.023  C19 1.136
49 H -5.448 1.556 -0.447  C19 1.150
50 H -6.182 -1.140 0.378  C20 1.148
51 H -7.133 0.410 0.715  C20 1.139
52 H -4.767 -1.463 3.601  C22 1.142
53 H -3.904 -0.989 2.064  C22 1.149
54 H -5.314 -2.253 2.010  C22 1.144
55 H -1.505 -0.305 0.065  C23 1.156
56 H -1.990 -1.548 -2.076  C24 1.159
57 H -0.276 -1.688 -2.418  C24 1.130
58 H -1.507 -2.409 0.516  C25 1.149
59 H 0.914 0.031 -2.636  C28 1.155
60 H 0.743 1.743 -2.343  C28 1.150
61 H 3.861 0.138 -3.132  O30 0.984
62 H 0.568 -1.206 0.869  C31 1.152
63 H 1.935 -0.055 0.988  C31 1.157
64 H 3.357 -1.012 -0.496  C32 1.154
65 H 1.890 -1.839 -2.660  C33 1.133
66 H 1.452 -3.264 -1.590  C33 1.143
67 H 3.193 -2.880 -1.940  C33 1.150
68 H 1.818 -3.114 0.694  O34 0.985
69 C 6.652 -1.461 -0.223  N70 1.487, H73 1.088, H74 1.089, H75 1.089
70 N 6.346 -2.243 -1.450  C69 1.487, O71 1.223, O72 1.213
71 O 5.629 -1.717 -2.290  N70 1.223
72 O 6.833 -3.351 -1.529  N70 1.213
73 H 6.153 -0.496 -0.289  C69 1.088
74 H 6.282 -2.030 0.629  C69 1.089
75 H 7.732 -1.334 -0.175  C69 1.089